(1)
Below is a molecular structure, C5H11N3 in a non-equilibrium geometry, with properties calculated with ωB97M-V/def2-TZVPD.

Structure (XYZ):
```
19
Properties=species:S:1:pos:R:3:mulliken_charge:R:1
C 0.867 1.044 1.240 -0.31
C 1.270 -1.813 -1.363 -0.95
C -1.697 1.388 1.060 -1.56
N 0.795 -0.980 -0.277 -0.11
N 1.625 -0.179 1.104 -0.48
C -0.334 -0.251 -0.366 0.40
C -0.450 0.719 0.605 0.35
N -1.244 -0.399 -1.393 -0.54
H 2.492 0.009 0.599 0.29
H -2.114 0.099 -1.277 0.23
H -1.377 -1.354 -1.695 0.22
H 0.711 1.243 2.307 0.32
H 1.340 1.928 0.790 0.18
H 1.191 -1.327 -2.343 0.37
H 2.315 -2.080 -1.185 0.31
H 0.697 -2.748 -1.402 0.29
H -1.749 1.409 2.155 0.36
H -1.740 2.428 0.715 0.27
H -2.597 0.866 0.725 0.38
```

## Properties
**HOMO-LUMO gap**: 7.36 eV
**LUMO level**: 0.9 eV
**Energy above the lowest of the compared OMol25 structures with the same formula, charge and spin**: 3.407 eV

=====

(2)
Below is a molecular structure, C15H31Br2FN3OV in a non-equilibrium geometry, with properties calculated with ωB97M-V/def2-TZVPD.

Structure (XYZ):
```
54
Properties=species:S:1:pos:R:3:mulliken_spin:R:1
O -2.745 0.749 1.233 -0.19
V -4.071 0.301 0.518 1.26
F -3.994 1.899 -0.975 0.00
C 1.233 -5.475 5.981 0.00
C 0.438 -4.172 6.395 0.00
N 0.473 -3.069 5.402 0.00
C 0.546 -1.686 5.637 0.00
C 0.441 -1.048 4.376 0.00
N 0.270 -2.057 3.404 0.00
C 0.181 -3.221 4.047 0.00
C 0.138 -1.823 1.951 0.00
H 0.761 -6.174 5.290 0.00
H 1.673 -6.110 6.750 0.00
H 2.218 -5.158 5.638 0.00
H 0.915 -3.839 7.316 0.00
H -0.586 -4.482 6.603 0.00
H 0.793 -1.403 6.650 0.00
H 0.474 -0.016 4.059 0.00
H 0.049 -4.198 3.607 0.00
H 0.929 -1.093 1.780 0.00
H -0.802 -1.348 1.673 0.00
H 0.314 -2.735 1.379 0.00
C 0.194 -0.016 -6.690 0.00
C 0.857 1.042 -5.808 0.00
C 0.105 1.149 -4.451 0.00
C 0.805 2.180 -3.560 0.00
N 0.426 2.220 -1.994 0.00
C -1.036 2.418 -1.644 0.00
C -0.997 3.230 -0.326 0.00
C 0.213 4.137 -0.419 0.00
C 1.211 3.459 -1.403 0.00
C 0.996 0.858 -1.383 0.00
H -0.733 0.331 -7.145 0.00
H -0.172 -0.847 -6.087 0.00
H 0.835 -0.403 -7.482 0.00
H 0.914 1.936 -6.430 0.00
H 1.890 0.713 -5.694 0.00
H 0.095 0.225 -3.872 0.00
H -0.917 1.473 -4.647 0.00
H 0.725 3.188 -3.966 0.00
H 1.877 1.992 -3.618 0.00
H -1.469 1.418 -1.592 0.00
H -1.440 3.013 -2.463 0.00
H -0.811 2.495 0.456 0.00
H -2.008 3.629 -0.239 0.00
H 0.533 4.403 0.589 0.00
H -0.102 5.109 -0.800 0.00
H 2.056 3.184 -0.772 0.00
H 1.555 4.115 -2.203 0.00
H 0.374 0.021 -1.701 0.00
H 0.982 0.945 -0.297 0.00
H 2.056 0.802 -1.631 0.00
Br -6.302 -0.842 -0.446 -0.02
Br -2.361 -1.418 -0.999 -0.04
```

## Properties
**2S+1**: 2
**HOMO-LUMO gap (spin up / spin down)**: 7.20 / 7.60 eV
**LUMO level (spin up / spin down)**: -3.3 / -2.9 eV
**Total charge**: +1

=====

(3)
Below is a molecular structure, C35H30CoN4Se2Si in a non-equilibrium geometry, with properties calculated with ωB97M-V/def2-TZVPD.

Structure (XYZ):
```
73
Properties=species:S:1:pos:R:3:mulliken_spin:R:1
Co 0.177 0.138 -0.092 1.19
Se -0.272 0.345 3.453 0.25
Se 1.202 -1.933 2.385 -0.18
C -0.455 -2.382 1.640 0.02
C -1.112 -3.535 2.085 -0.01
C -2.380 -3.809 1.634 0.01
C -2.981 -2.905 0.758 -0.02
C -2.262 -1.801 0.355 0.00
N -1.018 -1.547 0.758 -0.01
C 1.083 1.439 2.775 -0.01
C 1.810 2.222 3.682 0.01
C 2.830 3.022 3.228 0.00
C 3.064 3.068 1.857 0.01
C 2.269 2.304 1.029 -0.01
N 1.319 1.475 1.458 0.02
H -0.605 -4.171 2.793 0.00
H -2.910 -4.687 1.974 0.00
H -3.985 -3.061 0.401 0.00
H -2.713 -1.077 -0.314 0.00
H 1.545 2.179 4.729 0.00
H 3.430 3.601 3.914 0.00
H 3.844 3.690 1.447 0.00
H 2.377 2.376 -0.043 0.00
N -2.148 1.677 0.916 -0.03
C -1.188 1.108 0.569 -0.02
H -2.848 2.044 1.519 0.00
C -0.937 6.033 -1.330 0.00
C 0.398 5.672 -1.374 0.00
C 0.758 4.346 -1.543 0.00
C -0.204 3.352 -1.680 -0.02
C -1.540 3.739 -1.639 -0.01
C -1.910 5.058 -1.466 0.00
Si 0.157 1.498 -1.968 -0.05
C 1.601 1.376 -3.213 -0.01
C 1.350 0.896 -4.495 -0.01
C 2.348 0.822 -5.450 0.00
C 3.637 1.228 -5.147 0.00
C 3.913 1.694 -3.873 0.00
C 2.908 1.757 -2.924 -0.01
H -1.216 7.069 -1.203 0.00
H 1.162 6.429 -1.281 0.00
H 1.806 4.097 -1.599 0.00
H -2.305 2.986 -1.763 0.00
H -2.958 5.330 -1.445 0.00
H -1.019 1.099 -2.814 -0.01
H 0.353 0.577 -4.756 0.00
H 2.116 0.447 -6.437 0.00
H 4.418 1.184 -5.894 0.00
H 4.918 2.006 -3.618 0.00
H 3.165 2.129 -1.943 0.00
C 0.254 -2.799 -4.610 -0.01
C -0.720 -2.389 -3.714 0.01
C -0.377 -1.783 -2.524 0.02
C 0.966 -1.580 -2.182 -0.03
C 1.938 -1.951 -3.128 -0.01
C 1.587 -2.558 -4.313 0.00
N 1.343 -1.003 -0.983 -0.03
C 2.568 -1.461 -0.516 -0.03
C 3.544 -0.584 -0.037 0.00
C 4.774 -1.052 0.376 0.00
C 5.063 -2.406 0.334 -0.01
C 4.098 -3.294 -0.116 0.00
C 2.869 -2.835 -0.536 0.00
H -0.023 -3.279 -5.537 0.00
H -1.764 -2.550 -3.940 0.00
H -1.149 -1.482 -1.834 -0.01
H 2.977 -1.730 -2.927 0.00
H 2.361 -2.837 -5.013 0.00
H 3.339 0.472 -0.020 -0.01
H 5.520 -0.354 0.728 0.00
H 6.028 -2.766 0.661 0.00
H 4.305 -4.354 -0.131 0.00
H 2.117 -3.534 -0.874 0.00
```

## Properties
**2S+1**: 2
**HOMO-LUMO gap (spin up / spin down)**: 3.71 / 3.87 eV
**LUMO level (spin up / spin down)**: -2.5 / -2.4 eV
**Energy above the lowest of the compared OMol25 structures with the same formula, charge and spin**: 1.957 eV

=====

(4)
Below is a molecular structure, C38H43N7OSSeV in a non-equilibrium geometry, with properties calculated with ωB97M-V/def2-TZVPD.

Structure (XYZ):
```
92
Properties=species:S:1:pos:R:3:mulliken_spin:R:1
V 0.159 -0.536 -0.491 1.42
C -3.453 0.474 -2.687 -0.03
C -2.222 0.504 -1.836 0.17
N -1.212 -0.290 -1.907 0.18
N -1.048 -1.202 -2.877 -0.02
C 0.265 -1.341 -3.261 0.04
N 0.468 -2.248 -4.255 0.02
S 1.527 -0.458 -2.610 0.02
C -1.949 1.569 -0.864 0.24
C -2.875 2.436 -0.313 -0.03
C -2.397 3.382 0.590 0.12
C -1.036 3.418 0.895 0.06
C -0.192 2.501 0.284 0.05
N -0.615 1.573 -0.595 0.15
H -3.167 0.453 -3.743 0.01
H -4.025 -0.429 -2.456 0.02
H -4.089 1.346 -2.530 0.00
H -1.768 -1.341 -3.572 0.00
H -0.154 -3.043 -4.301 0.00
H 1.440 -2.443 -4.463 0.00
H -3.929 2.386 -0.551 0.02
H -3.078 4.087 1.058 0.01
H -0.639 4.144 1.597 0.00
H 0.874 2.488 0.490 -0.02
C 4.932 0.380 2.075 0.07
C 3.838 1.079 1.573 -0.06
C 2.789 0.386 0.962 0.14
C 2.812 -1.010 0.842 -0.10
C 3.924 -1.697 1.354 0.10
C 4.976 -1.008 1.966 -0.02
N 1.706 -1.619 0.209 0.16
N 1.786 -2.860 0.133 0.36
C 0.643 -3.356 -0.508 -0.01
C 0.500 -4.723 -0.712 0.02
C -0.646 -5.189 -1.351 0.03
C -1.608 -4.276 -1.764 0.06
C -1.383 -2.931 -1.520 0.00
N -0.282 -2.452 -0.902 0.01
H 5.749 0.915 2.551 0.00
H 3.796 2.162 1.655 0.00
H 1.936 0.938 0.572 -0.06
H 3.982 -2.780 1.281 0.01
H 5.829 -1.558 2.357 0.00
H 1.270 -5.408 -0.378 0.00
H -0.784 -6.252 -1.524 0.00
H -2.513 -4.602 -2.265 0.00
H -2.105 -2.178 -1.823 0.02
C 6.850 4.749 -0.492 0.00
C 5.524 4.050 -0.557 0.01
C 4.328 4.771 -0.547 0.00
C 3.083 4.119 -0.597 0.00
C 1.840 4.968 -0.571 0.01
C 3.047 2.706 -0.667 0.00
C 1.720 2.023 -0.721 0.03
O 1.553 0.824 -0.538 0.06
C 4.250 1.967 -0.687 -0.01
C 4.289 0.464 -0.772 0.03
C 5.475 2.655 -0.625 -0.01
H 6.730 5.836 -0.446 0.00
H 7.444 4.514 -1.382 0.00
H 7.399 4.434 0.401 0.00
H 4.365 5.859 -0.494 0.00
H 2.076 6.028 -0.426 0.00
H 1.189 4.669 0.258 0.00
H 1.299 4.879 -1.519 0.00
H 0.846 2.659 -0.931 0.01
H 3.738 0.113 -1.651 0.00
H 3.876 0.018 0.138 -0.02
H 5.315 0.094 -0.877 0.00
H 6.409 2.094 -0.633 0.00
C -7.289 -2.818 3.582 0.00
C -6.024 -2.428 2.874 -0.01
C -6.057 -1.589 1.755 0.01
C -4.871 -1.226 1.097 -0.02
C -4.946 -0.320 -0.104 0.00
C -3.631 -1.714 1.570 0.05
Se -1.990 -1.215 0.669 -0.06
C -3.598 -2.565 2.702 -0.01
C -2.321 -3.131 3.272 -0.01
C -4.797 -2.910 3.340 0.01
H -8.182 -2.363 3.104 0.00
H -7.244 -2.478 4.638 0.00
H -7.402 -3.922 3.560 0.00
H -7.009 -1.216 1.396 0.00
H -5.993 -0.031 -0.338 0.00
H -4.527 -0.837 -0.993 0.00
H -4.369 0.609 0.088 0.00
H -1.411 -2.822 2.726 0.01
H -2.366 -4.240 3.248 0.00
H -2.208 -2.798 4.325 0.00
H -4.776 -3.561 4.207 0.00
H 0.331 -0.307 1.238 -0.24
```

## Properties
**2S+1**: 4
**HOMO-LUMO gap (spin up / spin down)**: 4.68 / 5.35 eV
**LUMO level (spin up / spin down)**: -0.6 / -0.7 eV
**Energy above the lowest of the compared OMol25 structures with the same formula, charge and spin**: 0.881 eV

=====

(5)
Below is a single C18H24F2N2O3 molecule, with properties calculated with ωB97M-V/def2-TZVPD.

Structure (XYZ):
```
49
Properties=species:S:1:pos:R:3:mulliken_charge:R:1
C -1.363 -0.220 5.456 -1.73
C -1.304 -1.457 4.558 1.52
C -0.557 -2.590 5.259 -1.65
C -2.714 -1.893 4.158 -1.64
O -0.570 -1.007 3.396 -0.31
C -0.305 -1.860 2.389 0.85
O -0.665 -3.015 2.327 -0.68
N 0.465 -1.274 1.436 0.15
C 0.726 0.144 1.389 -1.05
C -0.316 0.851 0.503 -0.61
C -0.823 -0.114 -0.582 0.82
C -1.420 0.628 -1.785 -1.74
N -0.431 1.350 -2.550 -0.02
C 0.003 0.908 -3.746 0.66
O -0.419 -0.106 -4.268 -0.69
C 1.063 1.726 -4.430 -0.12
C 1.716 1.107 -5.497 -0.41
C 2.699 1.745 -6.226 -0.69
C 3.035 3.044 -5.887 0.48
F 3.986 3.686 -6.582 -0.31
C 2.412 3.706 -4.845 -0.67
C 1.436 3.034 -4.132 0.65
F 0.849 3.717 -3.122 -0.36
C 0.312 -1.051 -1.000 -0.71
C 0.674 -1.964 0.177 -1.15
H -0.358 0.102 5.715 0.39
H -1.908 -0.449 6.367 0.43
H -1.864 0.595 4.939 0.39
H -0.511 -3.462 4.613 0.37
H 0.456 -2.276 5.500 0.37
H -1.073 -2.855 6.178 0.47
H -2.664 -2.761 3.506 0.36
H -3.221 -1.086 3.633 0.37
H -3.284 -2.149 5.046 0.47
H 1.730 0.276 0.974 0.40
H 0.714 0.546 2.401 0.45
H -1.157 1.186 1.112 0.30
H 0.144 1.732 0.054 0.28
H -1.623 -0.728 -0.156 0.31
H -1.873 -0.095 -2.468 0.50
H -2.187 1.330 -1.443 0.42
H -0.045 2.179 -2.131 0.26
H 1.415 0.099 -5.738 0.46
H 3.199 1.256 -7.046 0.45
H 2.673 4.721 -4.592 0.48
H 0.008 -1.654 -1.856 0.44
H 1.177 -0.459 -1.305 0.29
H 1.719 -2.286 0.106 0.25
H 0.042 -2.855 0.193 0.47
```

## Properties
**HOMO-LUMO gap**: 9.68 eV
**LUMO level**: 0.6 eV